Below is a gas-phase ion, C7H14N3O (charge +1), with properties calculated with ωB97M-V/def2-TZVPD.

The geometry in ORCA input format:
```
! RIJCOSX wB97M-V def2-TZVPD def2/J DEFGRID3
* xyz 1 1
C -0.67 0.33 -1.97
C -0.23 -1.10 -0.05
C -0.03 1.39 0.22
C -1.73 -2.74 0.93
C 2.49 1.68 0.12
C -0.37 -2.54 0.29
C 1.12 2.23 0.64
N 0.19 -0.29 0.81
N -0.71 -0.91 -1.41
N -0.10 1.33 -1.24
O -1.19 1.86 0.80
H -0.92 0.40 -3.02
H -1.85 -1.81 1.57
H -1.90 -3.78 1.49
H -2.64 -2.68 0.27
H 2.63 1.73 -1.03
H 2.59 0.57 0.44
H 3.30 2.27 0.53
H -0.18 -3.18 -0.59
H 0.46 -2.78 1.06
H 0.94 3.24 0.16
H 1.24 2.36 1.68
H -1.14 -1.70 -1.80
H -0.23 2.29 -1.63
H -1.08 1.84 1.72
*
```

Results
- relative energy (zero: lowest compared OMol25 entry of this formula, charge and spin) (eV) = 1.841
- orbital gap (eV) = 9.5
- lowest unoccupied orbital energy (eV) = -4.575
- largest force on an atom (eV Å⁻¹) = 4.888

Calculated atomic charges, method Mulliken, unit e: C -0.1345; C 0.4686; C 0.4119; C -1.0042; C -1.0952; C -0.5887; C -0.5015; N -0.5807; N 0.0125; N -0.0875; O -0.5303; H 0.4007; H 0.3284; H 0.3014; H 0.3042; H 0.2577; H 0.2465; H 0.4304; H 0.3552; H 0.2610; H 0.2950; H 0.4529; H 0.2666; H 0.3483; H 0.3811


Below is a molecular structure, C33H58BCuN7O3P3, with properties calculated with ωB97M-V/def2-TZVPD.

The geometry in ORCA input format:
```
! RIJCOSX wB97M-V def2-TZVPD def2/J DEFGRID3
* xyz 1 2
Cu 0.64 0.56 -0.65
C -3.79 3.30 -3.14
C -2.50 3.15 -2.34
C -2.77 3.48 -0.87
C -1.50 4.20 -2.83
P -1.70 1.42 -2.43
C -2.91 0.40 -1.50
N -2.37 -0.26 -0.33
B -1.06 -0.48 0.22
N -1.27 -1.24 1.43
C -0.45 -1.82 2.47
P 1.23 -2.40 2.01
C 2.06 -2.28 3.69
C 1.27 -2.78 4.91
C 3.39 -3.04 3.64
C 2.38 -0.79 3.89
C 0.85 -4.20 1.58
C 0.42 -5.09 2.74
C 2.07 -4.82 0.89
C -0.28 -4.15 0.55
C -2.66 -1.38 1.62
C -3.37 -1.97 2.66
C -4.76 -2.01 2.56
C -5.42 -1.47 1.46
C -4.70 -0.87 0.43
C -3.32 -0.83 0.53
C -1.95 0.62 -4.12
C -1.28 -0.76 -3.97
C -1.21 1.38 -5.23
C -3.40 0.42 -4.58
H -4.18 4.31 -2.99
H -4.56 2.60 -2.81
H -3.63 3.16 -4.21
H -2.98 4.55 -0.79
H -1.91 3.27 -0.24
H -3.64 2.97 -0.46
H -1.93 5.19 -2.70
H -1.26 4.09 -3.89
H -0.57 4.17 -2.25
H -3.35 -0.35 -2.16
H -3.73 1.04 -1.18
H -0.97 -2.70 2.85
H -0.38 -1.13 3.31
H 1.26 -3.87 4.98
H 0.24 -2.42 4.93
H 1.75 -2.41 5.82
H 3.26 -4.09 3.39
H 3.87 -3.00 4.62
H 4.08 -2.59 2.92
H 1.50 -0.22 4.20
H 2.77 -0.33 2.97
H 3.13 -0.68 4.67
H 1.28 -5.39 3.36
H -0.02 -6.01 2.34
H -0.32 -4.63 3.39
H 2.97 -4.81 1.50
H 2.28 -4.32 -0.06
H 1.85 -5.87 0.66
H -1.24 -3.88 0.99
H -0.39 -5.14 0.09
H -0.07 -3.43 -0.25
H -2.89 -2.39 3.52
H -5.33 -2.47 3.35
H -6.50 -1.52 1.40
H -5.22 -0.46 -0.42
H -0.26 -0.67 -3.57
H -1.22 -1.24 -4.95
H -1.84 -1.42 -3.31
H -0.13 1.30 -5.12
H -1.48 2.44 -5.26
H -1.47 0.95 -6.19
H -4.11 0.25 -3.77
H -3.45 -0.45 -5.24
H -3.76 1.27 -5.15
N 4.79 -1.21 -0.25
C 3.65 -0.97 0.41
N 2.85 -0.24 -0.33
C 3.58 -0.04 -1.46
N 4.77 -0.61 -1.46
C 3.13 0.89 -2.49
C 3.97 1.31 -3.51
N 3.64 2.31 -4.32
C 2.47 2.89 -4.08
C 1.61 2.44 -3.09
N 1.92 1.42 -2.30
H 5.59 -1.73 0.04
H 3.45 -1.32 1.41
H 4.94 0.84 -3.66
H 2.19 3.73 -4.70
H 0.65 2.90 -2.93
C 1.95 3.61 3.79
O 1.80 3.70 2.37
P 1.93 2.36 1.46
O 0.38 2.20 0.89
C -0.61 2.11 1.92
O 2.45 3.02 0.08
C 3.85 3.28 -0.04
H 2.16 4.62 4.15
H 2.77 2.95 4.06
H 1.03 3.25 4.25
H -1.53 1.73 1.47
H -0.78 3.10 2.35
H -0.30 1.41 2.70
H 4.02 3.60 -1.07
H 4.44 2.39 0.16
H 4.15 4.08 0.63
*
```

Results
- orbital gap (spin up / spin down) (eV) = 7.6 / 6.5
- lowest unoccupied orbital energy (spin up / spin down) (eV) = -2.677 / -3.734
- largest force on an atom (eV Å⁻¹) = 0.670

Results of the Mulliken charge analysis, in e, for atoms 1 through 99: Cu 0.2693; C -1.8645; C 2.0610; C -1.7598; C -1.9551; P 0.7159; C -2.5532; N 0.4369; B 2.1221; N 0.4450; C -1.9466; P 1.0004; C 1.8318; C -1.7033; C -1.8578; C -1.7743; C 1.6445; C -1.7763; C -1.7071; C -1.8755; C 0.2062; C -0.6544; C -0.9946; C -0.9304; C -0.6625; C 0.2378; C 1.7828; C -1.8071; C -1.7859; C -1.6535; H 0.5239; H 0.2577; H 0.2987; H 0.5622; H 0.1317; H 0.3256; H 0.5836; H 0.3092; H 0.3282; H 0.9413; H 0.4632; H 0.2463; H 0.8269; H 0.3555; H 0.1981; H 0.5481; H 0.3334; H 0.5335; H 0.2490; H 0.3890; H 0.1431; H 0.6087; H 0.3071; H 0.4884; H 0.2646; H 0.2998; H 0.3005; H 0.4956; H 0.2591; H 0.6495; H 0.2504; H 0.5650; H 0.4201; H 0.4193; H 0.5294; H 0.0659; H 0.6208; H 0.3270; H 0.3622; H 0.2822; H 0.5239; H 0.2528; H 0.5352; H 0.3961; N 0.1946; C -0.3310; N 0.5909; C -0.0748; N -0.8718; C 0.3677; C -0.5724; N -0.5689; C -0.8492; C -0.7121; N 0.9336; H 0.2024; H -0.0088; H 0.5331; H 0.4792; H 0.3981; C -0.6474; O -0.3510; P 0.2775; O 0.3839; C -1.0952; O -0.1747; C -0.9573; H 0.2565; H 0.3253


| no. | electronic energy (eV) |
| --- | --- |
| 1 | -13995.9619 |
| 2 | -124915.1904 |